1:
16
Properties=species:S:1:pos:R:3:nbo_charge:R:1 method="wB97M-V/def2-TZVPD" e_homo_ev="-7.5 / -7.5" spin_multiplicity=1 orbital_gap_ha="0.2409 / 0.2412"
S 4.562 0.328 0.026 0.2918
N 3.157 0.257 -0.657 -0.5129
N 0.509 -0.413 -0.083 -0.4006
C 0.085 1.000 1.786 -0.7460
C 1.011 0.174 0.921 0.1679
C -0.965 -0.589 -0.336 -0.4350
C 1.243 -1.100 -1.001 -0.0331
C 2.572 -0.825 -1.158 -0.0604
H -1.432 -1.374 0.401 0.2126
H 0.392 2.064 1.681 0.2521
H 0.791 -1.790 -1.672 0.2067
H -1.035 0.943 1.644 0.1810
H 3.094 -1.445 -1.880 0.2129
H 0.205 0.740 2.845 0.2404
H -1.269 0.408 -0.155 0.2172
H -1.166 -0.864 -1.314 0.2057

***

2:
16
Properties=species:S:1:pos:R:3:nbo_charge:R:1 method="wB97M-V/def2-TZVPD" e_homo_ev=-9.0 spin_multiplicity=1 orbital_gap_ha=0.3551
S -2.206 -0.633 -0.007 -0.0019
N 1.795 -1.261 -0.058 -0.5716
N 1.056 1.211 -0.157 -0.6287
C -0.002 0.391 -0.984 -0.1038
C 0.570 -1.055 -0.771 -0.1158
C 0.680 -1.066 0.732 -0.0912
C -1.039 0.631 0.057 -0.4125
C 0.308 0.558 1.021 -0.0787
H -3.393 -0.118 0.396 0.1324
H -1.632 1.651 0.042 0.2434
H -0.069 -1.914 -1.256 0.2252
H 0.473 0.991 2.009 0.2156
H 0.531 -1.794 1.599 0.2285
H 0.743 2.097 -0.344 0.3520
H -0.126 0.718 -2.062 0.2229
H 2.312 -0.406 -0.216 0.3844

***

From most stable to least stable, the computed energies give 2, 1.

***

1:
16
Properties=species:S:1:pos:R:3:nbo_charge:R:1 method="wB97M-V/def2-TZVPD" e_homo_ev=-16.1 total_charge=+1 spin_multiplicity=1 orbital_gap_ha=0.4117
O 1.312 -0.707 2.888 -0.9481
N 0.723 0.035 0.431 -0.4069
C 1.122 1.014 -0.351 0.2642
C -0.081 -0.773 -1.784 -0.6760
C -1.523 1.035 -0.502 -0.6458
C -0.133 0.340 -0.749 0.1467
H -1.431 1.837 0.244 0.2282
H 1.185 -1.514 3.380 0.5253
H -2.313 0.434 0.046 0.2574
H -1.901 1.359 -1.407 0.2440
H 1.071 0.090 3.386 0.5060
H 0.397 -0.453 -2.831 0.2641
H -1.201 -0.861 -2.044 0.2438
H 0.211 -1.805 -1.368 0.2638
H 1.836 1.755 -0.454 0.2547
H 0.968 -0.187 1.447 0.4787

***

2:
16
Properties=species:S:1:pos:R:3:nbo_charge:R:1 method="wB97M-V/def2-TZVPD" e_homo_ev=-14.4 total_charge=+1 spin_multiplicity=1 orbital_gap_ha=0.3316
O -2.242 1.246 -0.305 -0.9800
N 0.730 0.815 0.312 -0.3816
C 0.565 -1.552 -0.502 -0.6795
C 0.192 -0.486 0.471 0.1033
C -0.689 -0.735 1.424 -0.2631
C 1.665 1.176 -0.473 0.0872
H 0.072 -1.390 -1.466 0.2435
H 1.665 -1.643 -0.709 0.2276
H 2.262 2.068 -0.262 0.2417
H 0.392 1.556 0.931 0.4498
H -1.193 0.086 1.916 0.2246
H 2.002 0.477 -1.235 0.2284
H -2.663 0.590 -0.889 0.4967
H -2.117 2.104 -0.719 0.4879
H 0.340 -2.575 -0.201 0.2712
H -0.981 -1.738 1.709 0.2423

***

3:
16
Properties=species:S:1:pos:R:3:nbo_charge:R:1 method="wB97M-V/def2-TZVPD" e_homo_ev=-13.2 total_charge=+1 spin_multiplicity=1 orbital_gap_ha=0.1467
O 1.523 0.631 0.524 -0.3150
N 4.143 0.061 0.102 -0.9314
C -0.530 -0.937 -0.082 0.2830
C 0.415 -0.070 0.650 0.2196
C -1.982 -0.596 0.217 -0.5630
C -2.616 0.620 -0.481 -0.5595
H -2.422 0.498 -1.559 0.2261
H -1.966 1.428 -0.137 0.2201
H 3.343 0.511 -0.159 0.3732
H -3.675 0.922 -0.347 0.2841
H 4.551 -0.559 -0.588 0.3807
H -2.482 -0.695 1.141 0.2918
H -0.322 -1.244 -1.154 0.2524
H 4.795 0.600 0.572 0.3781
H -2.717 -1.403 -0.308 0.2968
H -0.060 0.232 1.608 0.1628

***

From most stable to least stable, the computed energies give 2, 1, 3.

***

1:
27
Properties=species:S:1:pos:R:3:nbo_charge:R:1 method="wB97M-V/def2-TZVPD" e_homo_ev="-8.6 / -6.8" spin_multiplicity=1 orbital_gap_ha="0.2959 / 0.1838"
S -2.926 0.138 0.346 1.5132
O -2.076 0.940 1.204 -0.9273
N 0.554 2.693 0.135 -0.3120
N -2.483 0.097 -1.187 -0.8754
N -0.078 1.396 -2.189 -0.4930
N -0.294 3.201 -0.748 -0.2693
C -2.576 -1.713 0.660 -0.8093
C 2.144 -0.664 0.680 -0.2080
C 0.881 -0.641 -1.430 -0.2351
C 0.575 0.745 -1.231 0.2322
C 0.940 1.359 0.012 0.0848
C -0.533 2.587 -1.897 0.1839
C 1.965 -2.725 -0.747 -0.6254
C 1.703 -1.309 -0.480 -0.0140
C 1.706 0.670 0.901 -0.2306
H 0.491 3.194 1.007 0.4067
H 0.460 -1.189 -2.271 0.2246
H 2.027 -2.912 -1.781 0.2231
H -2.531 -2.087 -0.387 0.2536
H 2.086 1.136 1.777 0.2104
H 2.763 -3.074 -0.124 0.2167
H 2.825 -1.123 1.310 0.2092
H 1.008 -3.330 -0.481 0.2112
H -1.177 3.034 -2.642 0.1898
H -2.626 0.937 -1.676 0.3638
H -1.610 -1.942 1.130 0.2422
H -3.384 -2.265 1.216 0.2341

***

2:
27
Properties=species:S:1:pos:R:3:nbo_charge:R:1 method="wB97M-V/def2-TZVPD" e_homo_ev=-7.1 spin_multiplicity=1 orbital_gap_ha=0.2899
S -2.606 -0.625 0.223 1.4336
O -3.957 -0.721 -0.239 -0.9787
N -1.848 0.124 -1.096 -0.6392
N 0.398 3.152 -0.179 -0.2573
N -0.885 1.228 -0.793 -0.3567
N 1.568 2.454 -0.002 -0.4542
C -2.648 0.696 1.429 -0.8535
C 1.505 -1.715 -0.294 -0.0389
C 0.377 -0.969 -0.510 -0.2393
C 2.685 -1.089 0.209 -0.2016
C 2.613 0.298 0.417 -0.2645
C 0.272 0.469 -0.373 0.0873
C 1.345 -3.228 -0.428 -0.6244
C -0.677 2.655 -0.583 0.2066
C 1.509 1.052 0.038 0.1855
H -1.533 3.319 -0.573 0.2020
H -2.692 0.559 -1.507 0.3962
H -3.487 1.247 0.907 0.2441
H 2.252 2.888 0.492 0.3788
H 0.319 -3.360 -0.700 0.2145
H -2.934 0.138 2.285 0.2391
H 1.573 -3.706 0.567 0.2169
H 3.640 -1.591 0.155 0.2190
H 2.032 -3.854 -1.117 0.2209
H 3.391 0.876 0.861 0.2060
H -0.547 -1.460 -0.682 0.2105
H -1.665 1.161 1.493 0.2473

***

From most stable to least stable, the computed energies give 1, 2.

***

1:
16
Properties=species:S:1:pos:R:3:nbo_charge:R:1 method="wB97M-V/def2-TZVPD" e_homo_ev=-15.4 smiles="C[C@H]1C=C[N@@H+]1C" total_charge=+1 spin_multiplicity=1 orbital_gap_ha=0.4482
N -0.602 -0.011 0.365 -0.3779
C 0.729 -0.148 -0.456 -0.0175
C -1.848 0.524 -0.234 -0.4468
C 0.512 -1.652 -0.301 -0.1515
C -0.595 -1.546 0.402 -0.0171
C 1.870 0.548 0.240 -0.6539
H -2.837 -0.034 0.031 0.2543
H 2.397 -0.118 0.985 0.2554
H -0.382 0.325 1.257 0.4228
H -1.494 -2.059 0.874 0.2687
H 2.460 0.743 -0.636 0.2531
H 1.428 1.581 0.514 0.2420
H -2.048 1.585 -0.078 0.2520
H 0.615 0.302 -1.447 0.2387
H 1.095 -2.436 -0.585 0.2460
H -1.650 0.236 -1.348 0.2317

***

2:
16
Properties=species:S:1:pos:R:3:nbo_charge:R:1 method="wB97M-V/def2-TZVPD" e_homo_ev=-15.3 smiles="C[N+]1(C)C=CC1" total_charge=+1 spin_multiplicity=1 orbital_gap_ha=0.4446
N -0.094 -0.123 -0.113 -0.2403
C -1.067 -1.282 -0.076 -0.4217
C -0.889 1.163 -0.255 -0.4226
C 2.025 0.131 -0.090 -0.1066
C 1.078 -0.261 -0.939 -0.0539
C 0.785 0.175 1.113 -0.1995
H -1.384 -1.257 1.008 0.2320
H -0.282 2.060 -0.102 0.2469
H 3.051 0.431 -0.020 0.2632
H -1.063 1.206 -1.274 0.2224
H -1.946 1.124 0.169 0.2595
H -0.670 -2.256 -0.281 0.2547
H 0.572 1.136 1.525 0.2277
H 0.767 -0.654 1.856 0.2446
H -2.022 -1.002 -0.591 0.2472
H 1.141 -0.592 -1.929 0.2465

***

From most stable to least stable, the computed energies give 1, 2.

***

1:
17
Properties=species:S:1:pos:R:3:nbo_charge:R:1 method="wB97M-V/def2-TZVPD" e_homo_ev=-2.6 total_charge=-1 spin_multiplicity=1 orbital_gap_ha=0.2188
O -0.095 1.116 0.396 -0.7719
O 1.919 -3.359 0.348 -0.9534
O -1.196 2.467 1.859 -0.6562
N -1.378 2.849 -0.401 -0.8881
N -0.199 -0.740 -1.302 -0.8854
C 0.950 -2.928 -0.510 -0.0275
C -0.901 2.138 0.725 0.9049
C 0.948 -1.348 -0.472 -0.2611
H 1.029 -3.294 -1.549 0.0745
H -0.796 2.768 -1.234 0.3847
H -0.186 0.403 -0.329 0.5182
H 0.820 -1.086 0.620 0.2095
H -1.833 3.744 -0.199 0.3851
H -0.086 -3.196 -0.165 0.0578
H 0.123 -0.635 -2.288 0.3601
H -0.951 -1.439 -1.351 0.3697
H 1.900 -0.982 -0.856 0.1790

***

2:
17
Properties=species:S:1:pos:R:3:nbo_charge:R:1 method="wB97M-V/def2-TZVPD" e_homo_ev=-3.8 total_charge=-1 spin_multiplicity=1 orbital_gap_ha=0.2881
O 1.273 -1.816 0.802 -0.7452
O 1.778 1.402 -1.491 -0.7927
O -1.166 2.399 0.212 -0.9637
N -1.857 -1.009 0.849 -0.8436
N 0.457 0.089 -0.069 -0.8059
C 1.724 0.766 -0.191 0.0880
C 0.411 -1.221 0.145 0.5867
C -0.980 -1.696 -0.125 -0.2822
H -0.976 -2.796 0.233 0.1671
H -0.970 1.879 0.841 0.4508
H -1.243 -1.624 -1.109 0.1892
H -0.765 1.958 -0.649 0.4991
H -1.400 -1.053 1.773 0.3544
H 2.673 0.075 -0.173 0.1387
H 1.208 1.035 -2.118 0.4575
H -2.017 -0.054 0.596 0.3637
H 1.851 1.666 0.476 0.1380

***

From most stable to least stable, the computed energies give 1, 2.